Entry from the Open Molecules 2025 dataset: a structure of composition C29H45BO2P2Tb in a non-equilibrium geometry (ωB97M-V/def2-TZVPD).

```
80
Properties=species:S:1:pos:R:3
C 0.95341 1.61846 5.21376
C 1.06335 2.96357 -3.78897
H 3.00161 0.68526 -3.70346
C -2.27785 1.11622 -0.27639
H 1.70849 -2.07945 -1.84614
C -3.63189 -2.54062 -2.87616
H 2.20806 -3.29930 1.01209
C 2.87775 2.14824 -0.60011
P -1.43090 0.14872 1.10785
H -1.65370 -1.74361 -0.33997
H 1.21875 4.56225 1.26320
H 0.20871 5.45642 -1.34306
C 1.92842 3.10554 -0.13924
H -0.33321 -3.35861 -2.17676
C -3.91489 -1.67684 -0.55984
H -2.51779 2.13045 0.07257
H -3.22431 0.61046 -0.48337
H 0.06877 -1.50152 -2.23737
P 0.75449 -1.60718 0.22298
B 0.45695 0.53081 1.83619
C 1.11036 3.49545 -1.24969
O 1.77393 -0.00660 2.16161
C -1.82868 -3.92065 -0.77648
H 2.16905 2.04856 6.92689
C 0.97209 1.05132 3.96645
H -0.54145 4.34893 -0.18881
H 0.04248 2.09612 5.55463
C -1.40082 -3.44032 -1.94154
H -1.12956 -4.23527 0.00359
H 4.45823 2.31226 0.84398
C -3.26720 -4.22885 -0.50381
H -3.89826 -2.07474 -3.84140
H -1.43236 -2.26231 1.33036
H -2.11005 0.49385 3.33051
C 3.22951 0.26617 4.19193
H -2.63071 -4.38026 -3.39122
H -4.46867 -3.22407 -2.63572
C -4.09867 -3.03217 0.05198
H 4.07843 -0.28699 3.78703
H 1.27588 2.08734 -4.41261
H 1.50760 3.83431 -4.29571
H -3.32482 -5.02466 0.25476
C 0.96214 -1.30605 -1.62625
H 1.62996 -3.66364 -0.62674
C 2.67974 1.96384 -2.00150
C 2.13730 1.56298 5.95965
C 3.25930 0.88632 5.44821
C -0.06652 4.40556 -1.17611
H 4.71546 1.05607 -0.38439
H 3.54916 0.80297 0.92137
H -3.76257 -4.63758 -1.39312
H 2.90506 4.09002 1.50849
H -2.84425 -0.99194 2.63942
H 1.59969 3.00726 1.98968
C -2.33983 -3.34852 -3.11221
C 1.91197 3.71729 1.21701
H -5.16003 -3.31932 -0.02771
H 4.28708 1.86025 -3.42717
H -0.81803 4.14370 -1.93000
H -1.81037 -2.91073 -3.97098
Tb 0.38109 1.02871 -0.97242
C 2.06670 0.37505 3.44862
C -2.59985 0.06032 2.45046
H 4.17125 0.84115 6.05021
C 1.58261 2.79740 -2.40515
C 3.95561 1.55030 0.23012
H 1.51094 -0.38305 -2.02376
C -1.06386 -1.56916 0.55997
C 1.32815 -3.29801 0.35968
H -1.77458 1.19928 -1.27806
O 0.00510 1.19802 3.02849
C -3.54322 -1.45422 -1.84207
H 0.57201 -3.96203 0.77764
H -3.89001 -2.94390 1.12877
H -3.50934 0.62726 2.21457
H -3.34649 -0.46096 -2.23538
H -0.02439 3.11593 -3.79314
C 3.56773 1.20016 -2.91722
H -4.32913 -0.87900 0.06066
H 4.15390 0.45155 -2.37415
```

- HOMO energy (spin up / spin down) (eV) = -9.8 / -8.1
- ⟨S²⟩ = 12.88
- multiplicity = 7
- net charge = +1
- E_LUMO (spin up / spin down) (eV) = -2.61 / -2.77
- electronic energy (eV) = -76576.0244